1.
Density functional theory data (wB97M-V/def2-TZVPD) for C36H27CrIN5S as an isolated structure.

Each line ends with the Mulliken charge.
Geometry (Å):
1 I 0.960 0.448 3.849  0.110
2 Cr 0.066 0.544 1.118  0.056
3 S -0.769 0.535 -1.057  -0.449
4 N 0.256 -1.162 0.965  -0.193
5 N -0.892 2.173 1.228  0.922
6 N -2.350 1.915 -3.009  0.582
7 N -1.545 2.760 0.230  -0.796
8 N -2.381 2.579 -1.869  -0.934
9 C -0.745 4.267 2.469  -0.305
10 C -3.009 1.351 -5.215  -0.474
11 C -3.258 2.041 -4.022  0.649
12 C 5.440 -0.238 1.999  -0.926
13 C 3.538 -3.936 -0.504  -0.726
14 C -2.112 -5.221 0.138  -0.821
15 C 3.884 -0.325 3.812  -0.591
16 C -3.014 -4.941 1.153  -0.404
17 C -4.426 2.799 -3.888  -0.362
18 C -1.679 4.412 4.679  -0.529
19 C -5.316 2.867 -4.940  -0.485
20 C 2.900 0.123 2.976  0.139
21 C 3.784 1.120 -1.003  -1.087
22 C 3.721 -3.394 -1.764  -0.430
23 C 1.663 -2.184 -1.537  -0.065
24 C 2.411 -3.626 0.235  -0.121
25 C -1.120 2.929 2.402  0.172
26 C -0.819 -3.288 0.749  0.537
27 C 1.467 -2.748 -0.283  0.604
28 C -1.799 2.346 3.468  -0.233
29 C 4.435 0.252 1.141  0.996
30 C -2.071 3.086 4.604  -0.757
31 C -5.053 2.209 -6.132  -0.497
32 C -1.011 -4.409 -0.062  -0.271
33 C -2.816 -3.845 1.979  -0.705
34 C 3.094 0.419 1.612  0.505
35 C 5.176 -0.524 3.307  -0.597
36 C 2.461 1.232 -0.549  -0.444
37 C -1.625 2.126 -0.905  0.387
38 C 2.077 0.870 0.722  0.904
39 C -1.019 4.998 3.610  -0.601
40 C -3.901 1.444 -6.261  -0.521
41 C -1.731 -3.020 1.774  -0.279
42 C 2.778 -2.522 -2.283  -0.758
43 C 0.280 -2.345 0.524  -0.895
44 C 4.745 0.601 -0.186  -0.923
45 H -4.621 3.302 -2.954  0.419
46 H -3.507 -3.637 2.783  0.405
47 H 6.438 -0.361 1.604  0.374
48 H 5.949 -0.874 3.975  0.404
49 H 5.759 0.452 -0.527  0.365
50 H -6.236 3.424 -4.825  0.358
51 H -1.564 -2.149 2.400  0.357
52 H -0.312 -4.616 -0.860  0.462
53 H -1.906 4.997 5.556  0.384
54 H -5.744 2.286 -6.957  0.369
55 H -3.871 -5.579 1.306  0.389
56 H 4.026 1.425 -2.010  0.422
57 H -2.112 0.754 -5.305  0.342
58 H 0.936 -1.483 -1.919  0.390
59 H 3.674 -0.508 4.856  0.386
60 H -1.675 1.148 -3.071  0.181
61 H -3.708 0.909 -7.179  0.353
62 H 2.263 -4.058 1.215  0.487
63 H -0.727 6.037 3.660  0.371
64 H 4.272 -4.611 -0.090  0.407
65 H -2.597 2.620 5.422  0.397
66 H 2.917 -2.089 -3.261  0.435
67 H 4.596 -3.654 -2.342  0.398
68 H -2.132 1.316 3.386  0.504
69 H -0.243 4.712 1.622  0.433
70 H -2.276 -6.076 -0.502  0.396
71 H 1.725 1.595 -1.256  0.423

Values from the calculation:
- Spin multiplicity: 4
- LUMO level (alpha / beta): -0.69 / -0.83 eV
- Frontier orbital gap (alpha / beta): 6.13 / 6.98 eV
- Expectation value of S²: 4.101

***

2.
Density functional theory data (wB97M-V/def2-TZVPD) for C36H27CrN6O5PSSe2 as an isolated structure.

Each line ends with the Mulliken charge.
Geometry (Å):
1 Se 2.634 -3.533 -2.849  0.199
2 Se 3.764 -2.732 -0.199  -0.575
3 Cr 0.652 0.745 -0.725  0.329
4 S 2.160 1.588 -2.425  -0.505
5 P -0.644 -0.659 1.073  1.914
6 O -0.749 2.785 3.252  -0.712
7 O -2.733 0.817 -0.311  -0.552
8 O 1.668 4.229 1.168  -0.863
9 O 1.314 2.165 0.476  0.138
10 O 0.191 3.922 -1.881  -0.644
11 N -0.978 2.111 -1.044  0.831
12 N 1.966 -0.499 -0.295  -0.229
13 N 1.459 -3.308 -4.186  -1.081
14 N 1.903 -2.016 -2.045  0.143
15 N 0.123 -0.469 -2.370  1.704
16 N -1.169 1.585 2.791  0.486
17 C -4.232 -0.208 3.234  -1.004
18 C -2.136 4.195 -1.283  -0.772
19 C -2.269 -0.941 1.962  0.777
20 C 1.937 3.301 0.407  0.383
21 C -0.818 3.423 -1.438  0.006
22 C 4.085 4.328 -0.113  -0.805
23 C -2.952 0.055 2.738  0.876
24 C 4.498 2.886 -2.414  -0.895
25 C 3.300 2.684 -1.705  1.027
26 C 0.878 -1.508 -2.752  0.129
27 C -3.077 3.185 -0.656  -0.600
28 C 1.140 -2.842 4.071  -0.731
29 C -1.131 -4.454 -1.600  -0.767
30 C -0.855 -0.104 -3.228  -0.837
31 C -4.145 -2.433 2.403  -1.070
32 C 2.422 -1.539 -0.807  -0.304
33 C -2.374 1.342 3.071  -1.098
34 C 0.665 -2.264 -3.965  0.791
35 C -1.811 -2.276 -0.857  -0.099
36 C -4.832 -1.437 3.067  -0.823
37 C -0.110 -4.441 -0.664  -0.744
38 C 0.063 -3.347 0.177  -0.774
39 C 5.261 4.504 -0.814  -0.567
40 C 3.104 3.424 -0.528  -0.039
41 C 5.463 3.769 -1.978  -0.485
42 C 0.227 -2.361 3.145  -0.594
43 C -2.251 1.897 -0.631  -0.073
44 C 2.360 -2.205 4.234  -0.529
45 C -2.899 -2.180 1.852  -0.746
46 C 2.637 -1.051 3.518  -0.694
47 C -1.123 -0.746 -4.420  -1.078
48 C -0.780 -2.244 0.092  1.374
49 C 0.515 -1.225 2.390  0.500
50 C -0.369 -1.843 -4.812  -0.832
51 C -1.988 -3.363 -1.692  -0.759
52 C 1.714 -0.553 2.611  -0.424
53 H -1.933 -0.392 -5.045  0.407
54 H 6.379 3.889 -2.546  0.342
55 H -0.558 -2.383 -5.730  0.417
56 H -2.473 -1.423 -0.921  0.326
57 H 0.869 -3.360 0.898  0.249
58 H 1.933 0.340 2.047  0.298
59 H 0.906 -3.734 4.642  0.385
60 H -1.264 -5.303 -2.261  0.303
61 H 6.015 5.195 -0.452  0.347
62 H -4.003 3.024 -1.208  0.296
63 H -2.977 2.085 3.593  0.255
64 H -2.419 -2.985 1.316  0.750
65 H 3.591 -0.557 3.647  0.421
66 H -4.581 -3.419 2.296  0.429
67 H -3.343 3.434 0.373  0.261
68 H -0.707 -2.883 2.985  0.350
69 H 3.879 4.891 0.787  0.421
70 H -1.955 5.073 -0.664  0.292
71 H 4.648 2.310 -3.319  0.406
72 H -2.790 -3.354 -2.422  0.418
73 H -0.069 3.071 2.583  0.362
74 H -4.755 0.578 3.768  0.359
75 H 0.563 -5.286 -0.585  0.340
76 H -1.459 0.735 -2.918  0.276
77 H -5.828 -1.622 3.451  0.370
78 H -2.454 4.535 -2.269  0.282
79 H 3.106 -2.615 4.905  0.333

Values from the calculation:
- Spin multiplicity: 5
- Charge: -2
- LUMO level (alpha / beta): 4.23 / 4.01 eV
- Frontier orbital gap (alpha / beta): 5.60 / 5.62 eV
- Expectation value of S²: 6.084

***

3.
Density functional theory data (wB97M-V/def2-TZVPD) for C36H27O7Re as an isolated structure.

Each line ends with the Mulliken charge.
Geometry (Å):
1 Re -0.458 0.833 0.150  1.257
2 O 3.642 2.215 7.122  -0.495
3 O -0.690 -0.233 3.322  -0.637
4 O 2.288 0.395 7.559  -0.495
5 O -0.904 1.777 -1.517  -0.525
6 O -0.016 3.108 -3.084  -0.533
7 O 0.502 0.942 1.837  -0.582
8 O 1.086 0.364 -1.171  0.207
9 C 4.447 4.108 -0.958  -0.439
10 C -3.115 -0.032 0.544  0.485
11 C -0.017 -2.187 0.223  0.743
12 C 1.390 1.362 -2.227  2.273
13 C 4.161 3.937 -2.306  -0.988
14 C 0.085 2.183 -2.341  -0.156
15 C 1.206 0.986 4.101  0.144
16 C 0.253 0.483 3.091  0.746
17 C -2.345 -1.262 0.529  -0.350
18 C 2.028 2.076 3.842  -0.467
19 C 3.759 3.368 -0.010  -0.942
20 C 0.567 -4.355 -0.663  -0.738
21 C 3.197 3.028 -2.707  -0.355
22 C 1.284 -2.060 0.720  -0.340
23 C 3.258 1.273 8.134  -0.245
24 C 2.785 2.460 -0.406  -0.192
25 C -4.233 2.527 0.155  -0.859
26 C -3.066 2.413 0.860  0.000
27 C 2.892 2.577 4.818  -1.115
28 C 2.075 0.837 6.288  0.875
29 C 3.241 -0.859 -4.655  -1.052
30 C 2.212 -3.073 0.529  -0.893
31 C 2.294 -1.052 -5.652  -0.448
32 C -1.006 -1.110 0.406  -0.150
33 C 1.703 0.576 -3.479  -0.236
34 C 2.505 2.282 -1.757  0.125
35 C -0.363 -3.345 -0.474  -0.810
36 C -2.473 1.136 1.076  -0.070
37 C -4.884 1.361 -0.281  -0.347
38 C 0.756 0.375 -4.476  -0.442
39 C 1.057 -0.433 -5.562  -0.974
40 C -4.350 0.102 -0.088  -1.101
41 C 2.893 1.931 6.029  0.973
42 C 1.211 0.342 5.354  -1.121
43 C 2.948 -0.043 -3.575  -0.169
44 C 1.855 -4.221 -0.165  -0.503
45 H 1.994 2.547 2.870  0.413
46 H 2.280 1.888 0.363  0.242
47 H 2.578 -5.011 -0.315  0.430
48 H 0.560 -0.497 5.550  0.508
49 H -0.211 0.857 -4.425  0.513
50 H 1.557 -1.188 1.305  0.661
51 H -4.676 3.495 -0.032  0.438
52 H 5.204 4.815 -0.649  0.433
53 H 2.813 1.810 8.972  0.267
54 H 3.701 0.129 -2.814  0.482
55 H -2.835 -2.229 0.553  0.702
56 H 4.694 4.512 -3.051  0.421
57 H -2.593 3.289 1.285  0.488
58 H 4.133 0.700 8.439  0.258
59 H 2.970 2.907 -3.757  0.535
60 H 4.211 -1.333 -4.725  0.427
61 H 3.981 3.488 1.042  0.505
62 H 3.210 -2.971 0.935  0.463
63 H 0.285 -5.248 -1.205  0.422
64 H -5.831 1.454 -0.798  0.422
65 H -4.857 -0.773 -0.472  0.467
66 H -1.983 0.993 2.047  0.371
67 H -1.356 -3.445 -0.893  0.437
68 H 1.847 -0.207 -0.967  0.295
69 H 3.528 3.431 4.636  0.456
70 H 2.524 -1.682 -6.501  0.439
71 H 0.322 -0.575 -6.343  0.443

Values from the calculation:
- Spin multiplicity: 4
- Charge: +1
- LUMO level (alpha / beta): -4.12 / -4.38 eV
- Frontier orbital gap (alpha / beta): 6.40 / 6.15 eV
- Expectation value of S²: 3.797

***

Energy relative to the best compared isomer or geometry (same formula, charge and spin), respectively: 1.1354, 0.8263, 0.0696 eV.
F_max, respectively: 3.3, 2.1, 0.4 eV/Å.